No. 1
One molecule with the formula C6H14ClNO in a non-equilibrium geometry. Source: the OMol25 dataset; level of theory: ωB97M-V/def2-TZVPD.

XYZ file:
```
23
Properties=species:S:1:pos:R:3:mulliken_charge:R:1
H 0.45983 0.01041 -1.66340 0.24
H -1.66188 -0.18783 0.63198 0.23
C -1.50825 -0.10331 -2.87692 -1.07
H 0.90182 -1.91883 -0.56158 0.33
H 1.25951 1.87981 0.57242 0.17
O 0.67790 -1.24101 1.55741 -0.40
H -2.64898 -0.28828 -2.68481 0.29
H -1.99090 -1.60522 -0.63298 0.34
C 1.41034 1.28204 1.59479 -0.28
C -0.68997 0.21325 -1.46174 0.14
C -1.17700 -0.81940 -0.25465 -0.43
C 1.78198 -0.29455 1.33571 -0.28
H -1.44084 0.90461 -3.50307 0.32
N 0.28660 1.52333 2.57855 -0.66
H 2.20824 -0.36006 0.22250 0.18
C 0.09565 -1.73037 0.29797 -0.56
H -0.53580 0.90014 2.42400 0.26
H 2.69431 -0.64690 2.02040 0.31
H -0.34960 -2.80730 0.53456 0.26
H 2.38338 1.77344 2.08138 0.27
Cl -1.09479 1.96648 -1.01444 -0.21
H -0.98689 -0.94367 -3.52766 0.28
H -0.07467 2.49322 2.32958 0.27
```

Its gap between HOMO and LUMO is 0.370 Ha. For the calculated total energy, the calculation gives -22505.581 eV. The calculation puts the molar mass at 151.637 g/mol. The SMILES is C[C@@H](Cl)CCOCCN.

=====

No. 2
C6H14CsN2O2 as an isolated structure in a non-equilibrium geometry. Source: the OMol25 dataset; level of theory: ωB97M-V/def2-TZVPD.

XYZ file:
```
25
Properties=species:S:1:pos:R:3:mulliken_charge:R:1
C -1.27569 -2.33239 -1.22314 0.69
H -1.73766 -4.20811 -0.88917 0.22
H 2.60409 3.42630 -1.08772 0.37
H 0.88385 -2.36359 -1.88778 0.28
H 1.18078 2.48482 -1.85627 0.30
H -4.05146 -2.99008 -0.13852 0.31
H 2.65722 1.79339 -1.16401 0.33
O -1.39008 -1.10816 -1.04862 -0.62
C 1.79465 2.96947 2.75651 -0.74
C 1.17301 2.46416 0.26031 0.64
H 2.70799 2.46680 3.07469 0.30
H -2.98489 -1.88848 0.71573 -0.13
N 1.91809 2.94313 1.32756 -0.21
H -0.18443 -2.42872 -3.09264 0.28
H 0.90175 2.40499 3.02520 0.26
C 1.91392 2.58325 -1.05570 -1.16
C -3.07517 -2.90735 0.33908 -0.51
H 1.85759 3.99013 3.13385 0.26
N -2.03478 -3.26970 -0.66287 -0.19
H 2.85251 3.18691 1.03173 0.19
H -3.01349 -3.69235 1.09278 0.33
Cs -2.53754 0.99461 1.13125 1.08
C -0.09977 -2.79646 -2.07004 -0.97
O -0.00511 2.16285 0.37456 -0.57
H -0.05544 -3.88543 -2.08671 0.29
```

Its gap between HOMO and LUMO is 0.355 Ha. For the calculated total energy, the calculation gives -14068.124 eV. The calculation puts the molar mass at 279.095 g/mol. As for the charge: +1.

=====

> Which value of gap between HOMO and LUMO does entry 2 give?

0.355 Ha